# 1
Below is an isolated molecule of C4H9NO, with properties calculated with ωB97M-V/def2-TZVPD.

Computed properties:
Orbital gap = 10.81 eV
Energy relative to the best compared isomer or geometry (same formula, charge and spin) = 45.1 kcal/mol
Maximum force = 0.6 eV/Å
HOMO = -0.359 Ha
SMILES = C[C@@H](O)[C@H]1CN1
Molecular weight = 87.12 g/mol

Atoms and positions in Å:
C: 0.520 -1.051 1.572
C: -0.481 -0.557 0.519
O: -1.182 0.552 1.051
C: 0.097 -0.163 -0.841
C: -0.475 0.974 -1.593
N: 0.753 1.141 -0.819
H: -0.036 -1.217 2.502
H: 1.019 -1.989 1.303
H: 1.286 -0.295 1.780
H: -1.224 -1.345 0.348
H: -0.558 1.295 0.981
H: 0.448 -0.949 -1.501
H: -1.365 1.462 -1.212
H: -0.375 0.943 -2.676
H: 1.574 1.199 -1.413

# 2
Below is a structure of composition C29H37BN7O2RbSi in a non-equilibrium geometry, with properties calculated with ωB97M-V/def2-TZVPD.

Computed properties:
Orbital gap = 5.69 eV
Energy relative to the best compared isomer or geometry (same formula, charge and spin) = 17.6 kcal/mol
Maximum force = 1.2 eV/Å
HOMO = -0.060 Ha
Total charge = -2
Molecular weight = 640.03 g/mol

Atoms and positions in Å:
Rb: 0.522 -1.331 -0.325
C: 1.011 -1.674 -4.707
C: 0.760 -0.217 -4.542
C: 0.965 0.816 -5.470
C: 0.512 1.956 -4.832
C: 0.502 3.346 -5.370
N: 0.073 1.592 -3.606
N: 0.236 0.279 -3.436
B: -0.721 2.417 -2.585
N: -2.071 1.705 -2.344
N: -2.121 0.464 -1.859
C: -3.392 0.130 -1.731
C: -3.822 -1.199 -1.209
C: -4.207 1.193 -2.143
C: -3.319 2.183 -2.524
C: -3.648 3.547 -3.024
N: -0.016 2.528 -1.216
N: -0.789 2.860 -0.176
C: -0.006 2.964 0.887
C: -0.518 3.313 2.244
C: 1.321 2.700 0.525
C: 1.276 2.427 -0.832
C: 2.428 2.157 -1.746
H: 1.584 -1.861 -5.615
H: 0.058 -2.203 -4.778
H: 1.547 -2.066 -3.843
H: 1.381 0.743 -6.460
H: 1.008 3.361 -6.335
H: 1.008 4.035 -4.695
H: -0.519 3.701 -5.506
H: -0.911 3.511 -3.029
H: -2.954 -1.853 -1.115
H: -4.550 -1.658 -1.879
H: -4.286 -1.084 -0.229
H: -5.282 1.238 -2.150
H: -4.728 3.680 -3.028
H: -3.272 3.703 -4.034
H: -3.198 4.298 -2.380
H: -1.593 3.164 2.284
H: -0.301 4.355 2.491
H: -0.038 2.673 2.983
H: 2.190 2.740 1.156
H: 3.359 2.217 -1.180
H: 2.450 2.894 -2.550
H: 2.359 1.170 -2.203
N: -0.013 -4.718 -2.072
C: 1.324 -5.305 -1.999
C: 2.445 -4.200 -1.859
O: 3.605 -4.616 -1.804
O: 2.042 -3.023 -1.839
H: -0.556 -5.166 -2.804
H: 0.130 -3.742 -2.352
H: 1.576 -5.913 -2.882
H: 1.388 -5.954 -1.117
C: -2.655 -2.493 6.433
C: -1.650 -1.605 6.782
C: -0.760 -1.151 5.824
C: -0.821 -1.573 4.498
C: -1.839 -2.461 4.175
C: -2.747 -2.915 5.116
Si: 0.386 -0.962 3.111
C: 2.007 -0.675 4.087
C: 2.948 0.188 3.525
C: 4.178 0.422 4.104
C: 4.522 -0.218 5.288
C: 3.618 -1.101 5.854
C: 2.394 -1.333 5.252
H: -3.361 -2.857 7.175
H: -1.568 -1.266 7.810
H: 0.003 -0.441 6.113
H: -1.926 -2.803 3.147
H: -3.529 -3.610 4.824
H: -0.073 0.475 3.259
H: 2.693 0.677 2.590
H: 4.877 1.115 3.643
H: 5.483 -0.033 5.755
H: 3.870 -1.615 6.776
H: 1.714 -2.046 5.702

# 3
Below is a structure of composition C2H6OS2 in a non-equilibrium geometry, with properties calculated with ωB97M-V/def2-TZVPD.

Computed properties:
Orbital gap (spin up / spin down) = 6.42 / 5.71 eV
Energy relative to the best compared isomer or geometry (same formula, charge and spin) = 79.3 kcal/mol
Maximum force = 5.7 eV/Å
HOMO (spin up / spin down) = -0.206 / -0.323 Ha
Multiplicity = 3
Molecular weight = 110.20 g/mol

Atoms and positions in Å:
C: -1.674 -0.510 -0.012
C: 0.962 -0.076 -0.353
O: 0.332 1.516 0.419
S: 2.698 -0.323 0.021
S: -0.109 -1.294 0.333
H: -1.658 0.582 -0.007
H: -2.508 -0.798 0.718
H: -2.008 -0.973 -1.087
H: 0.758 0.124 -1.312
H: 0.958 2.089 -0.005
H: 2.250 -0.336 1.284

# 4
Below is a cluster of 11 separate species, C32H72F14N11O28S14 in total in a non-equilibrium geometry, with properties calculated with ωB97M-V/def2-TZVPD.

Computed properties:
Orbital gap = 7.45 eV
Energy relative to the best compared isomer or geometry (same formula, charge and spin) = 0.0 kcal/mol
Maximum force = 13.1 eV/Å
HOMO = -0.125 Ha
Total charge = -3
Molecular weight = 1773.89 g/mol

Atoms and positions in Å:
C: -6.224 -0.875 2.144
C: -6.629 -0.103 0.856
C: -6.179 1.374 1.017
N: -6.630 2.237 -0.226
C: -8.187 2.497 -0.168
C: -6.234 1.573 -1.579
C: -5.237 2.463 -2.295
C: -4.589 3.167 -1.079
C: -5.865 3.544 -0.265
H: -6.545 -0.326 3.030
H: -5.143 -1.013 2.177
H: -6.659 -1.874 2.104
H: -7.696 -0.135 0.637
H: -6.179 -0.687 0.053
H: -5.141 1.633 1.225
H: -6.650 1.801 1.903
H: -8.436 2.570 0.891
H: -8.631 1.551 -0.478
H: -8.530 3.365 -0.732
H: -7.119 1.234 -2.117
H: -5.520 0.787 -1.331
H: -5.666 3.182 -2.993
H: -4.561 1.792 -2.826
H: -4.098 4.095 -1.372
H: -3.825 2.534 -0.628
H: -6.502 4.202 -0.857
H: -5.677 3.966 0.723
C: -1.752 -0.665 -2.845
C: -0.973 -0.367 -1.544
C: -1.517 -0.935 -0.262
N: -0.931 -0.253 1.037
C: -1.397 1.266 1.200
C: 0.559 -0.419 1.192
C: 0.890 -0.401 2.686
C: -0.446 -0.491 3.427
C: -1.333 -1.027 2.274
H: -1.845 -1.682 -3.226
H: -1.249 -0.111 -3.637
H: -2.825 -0.476 -2.875
H: -0.893 0.700 -1.334
H: 0.031 -0.765 -1.693
H: -1.300 -2.002 -0.302
H: -2.594 -0.775 -0.221
H: -2.486 1.313 1.187
H: -0.845 1.756 0.398
H: -1.054 1.592 2.182
H: 1.095 0.343 0.627
H: 0.846 -1.367 0.736
H: 1.374 0.523 3.005
H: 1.560 -1.218 2.952
H: -0.873 0.454 3.761
H: -0.361 -1.259 4.196
H: -2.405 -0.907 2.427
H: -1.119 -2.084 2.110
C: 0.395 -3.300 -5.438
C: 1.348 -2.091 -5.270
C: 2.596 -2.680 -4.514
N: 3.587 -1.531 -4.001
C: 2.823 -0.516 -3.028
C: 4.255 -0.863 -5.207
C: 5.702 -0.492 -4.689
C: 5.807 -1.089 -3.262
C: 4.851 -2.234 -3.326
H: 0.840 -4.064 -6.075
H: -0.476 -3.110 -6.065
H: 0.056 -3.721 -4.491
H: 0.757 -1.318 -4.780
H: 1.496 -1.611 -6.237
H: 3.226 -3.236 -5.209
H: 2.475 -3.381 -3.688
H: 1.874 -1.015 -2.829
H: 2.655 0.418 -3.564
H: 3.421 -0.461 -2.118
H: 3.597 -0.068 -5.559
H: 4.367 -1.597 -6.005
H: 5.900 0.579 -4.657
H: 6.496 -0.859 -5.339
H: 5.435 -0.501 -2.423
H: 6.797 -1.444 -2.973
H: 4.666 -2.658 -2.339
H: 5.187 -2.988 -4.039
C: 3.047 2.952 3.163
C: 3.681 1.633 3.365
C: 5.187 1.696 3.384
N: 5.850 0.302 3.636
C: 5.777 -0.112 5.156
C: 7.313 0.346 3.096
C: 7.514 -0.775 2.063
C: 6.410 -1.801 2.475
C: 5.246 -0.845 2.760
H: 1.967 3.031 3.040
H: 3.356 3.492 2.268
H: 3.285 3.731 3.888
H: 3.365 0.962 2.566
H: 3.251 1.132 4.232
H: 5.627 2.273 4.197
H: 5.511 1.930 2.370
H: 6.244 -1.080 5.341
H: 4.714 -0.056 5.388
H: 6.266 0.652 5.761
H: 7.860 -0.012 3.968
H: 7.538 1.381 2.840
H: 8.543 -1.124 1.977
H: 7.082 -0.460 1.113
H: 6.761 -2.310 3.373
H: 5.997 -2.496 1.745
H: 4.360 -1.286 3.217
H: 4.943 -0.414 1.806
N: 3.093 4.350 -0.266
S: 1.874 3.482 -0.499
O: 1.375 2.670 0.659
O: 1.699 3.019 -1.881
F: 0.773 4.725 -0.582
S: 4.070 2.991 -0.704
O: 4.683 3.153 -2.048
O: 3.864 1.644 -0.189
F: 5.329 3.440 0.270
N: 2.067 -2.959 -1.044
S: 1.238 -4.048 -0.482
O: 0.327 -3.676 0.602
O: 1.861 -5.350 -0.365
F: 0.224 -4.197 -1.786
S: 3.179 -2.970 0.214
O: 4.391 -3.752 -0.075
O: 2.752 -2.732 1.574
F: 3.876 -1.511 -0.135
N: -0.643 4.255 -4.247
S: -1.322 3.154 -3.409
O: -2.578 2.652 -4.004
O: -1.213 3.092 -1.913
F: -0.229 1.999 -3.812
S: -1.659 5.416 -3.580
O: -1.369 5.877 -2.183
O: -3.062 5.376 -3.977
F: -1.073 6.608 -4.470
N: -4.449 2.607 4.894
S: -3.794 1.278 4.998
O: -2.683 1.138 5.940
O: -3.759 0.479 3.746
F: -5.000 0.553 5.794
S: -3.322 3.420 3.963
O: -3.837 3.828 2.677
O: -1.907 3.012 3.886
F: -3.335 4.770 4.761
N: -4.628 -4.851 0.001
S: -4.217 -3.790 -0.930
O: -3.032 -4.003 -1.799
O: -4.635 -2.403 -0.680
F: -5.336 -4.239 -2.026
S: -3.248 -4.564 0.905
O: -3.185 -3.320 1.637
O: -2.003 -5.207 0.501
F: -3.775 -5.343 2.228
N: -4.498 -3.057 -6.667
S: -3.953 -3.565 -5.370
O: -3.978 -2.580 -4.232
O: -2.904 -4.552 -5.426
F: -5.138 -4.535 -5.054
S: -3.137 -2.106 -7.138
O: -2.382 -2.898 -8.079
O: -2.372 -1.250 -6.191
F: -3.836 -1.013 -8.162
N: 1.501 1.056 8.017
S: 2.932 0.658 8.287
O: 3.945 1.206 7.372
O: 3.102 -0.689 8.826
F: 3.165 1.526 9.658
S: 1.084 -0.013 6.793
O: 0.156 -1.044 7.155
O: 2.146 -0.395 5.832
F: 0.155 0.965 5.883

- Which of these has the highest energy relative to the best compared isomer or geometry (same formula, charge and spin)?
  C2H6OS2